1.
Computed, not measured: the molecule C4H5NO, with ωB97M-V with the def2-TZVPD basis set.

Element x y z (Å)
C: -0.39674 -1.54429 -0.66194
C: -0.20551 -0.78170 0.40141
C: -0.25437 0.72751 0.35840
O: -0.55302 1.28759 -0.89697
C: 1.08913 1.16892 0.81912
N: 2.20832 1.37107 1.03443
H: -0.43238 -2.62488 -0.57996
H: -0.54489 -1.08822 -1.63600
H: -0.00700 -1.17718 1.39668
H: -1.06806 1.03846 1.02790
H: 0.27648 1.52582 -1.32818

Properties
- Multiplicity: 1
- DFT total energy: -285.361226 hartree
- Net charge: 0
- Relative energy (zero: lowest compared OMol25 entry of this formula, charge and spin): 1.452 eV
- SMILES: C=C[C@H](O)C#N
- Orbital gap: 11.25 eV

Atomic partial charges in e from the Mulliken method, atoms 1 to 4: C -0.662; C -0.296; C 0.331; O -0.518

2.
Computed, not measured: a cluster of 3 separate species, C4H5NO in total, with ωB97M-V with the def2-TZVPD basis set.

Element x y z (Å)
N: 1.81103 0.84879 0.23924
C: 0.69978 0.54750 0.81126
O: 0.18361 0.34068 1.94016
C: -0.51185 0.41247 -0.04655
C: -1.09304 -0.84718 -0.31511
C: -1.59133 -1.91399 -0.57787
H: 2.60410 0.98184 0.85646
H: 1.03760 0.92940 -1.19126
H: -1.18946 1.26602 -0.04399
H: 0.26176 0.82339 -1.52166
H: -2.02080 -2.86801 -0.79743

Properties
- Multiplicity: 1
- DFT total energy: -285.190739 hartree
- Net charge: 0
- Relative energy (zero: lowest compared OMol25 entry of this formula, charge and spin): 6.091 eV
- Orbital gap: 8.02 eV

Atomic partial charges in e from the Mulliken method, atoms 1 to 4: N -0.600; C 0.565; O -0.566; C -0.723

3.
Computed, not measured: a cluster of 2 separate species, C4H5NO in total, with ωB97M-V with the def2-TZVPD basis set.

Element x y z (Å)
C: 1.50459 1.18950 1.85745
C: 0.50378 1.06631 1.20150
C: -0.69909 0.92291 0.37205
N: -0.62216 -0.20888 -0.52268
C: 0.06059 -0.43201 -1.49750
O: 0.64602 -0.77354 -2.45488
H: 2.40034 1.29621 2.42975
H: -0.85246 1.83807 -0.20926
H: -1.57444 0.78251 1.00943
H: -0.50518 -2.95007 -1.40066
H: -0.86198 -2.73100 -0.78520

Properties
- Multiplicity: 1
- DFT total energy: -285.305394 hartree
- Net charge: 0
- Relative energy (zero: lowest compared OMol25 entry of this formula, charge and spin): 2.971 eV
- SMILES: C#CCN=C=O.[H][H]
- Orbital gap: 11.16 eV

Atomic partial charges in e from the Mulliken method, atoms 1 to 4: C 0.141; C -0.319; C -0.651; N -0.356

4.
Computed, not measured: the molecule C4H5NO, with ωB97M-V with the def2-TZVPD basis set.

Element x y z (Å)
O: -1.25944 -0.53883 -0.57380
C: -1.31403 0.35596 0.47860
N: -0.22864 1.08120 0.69625
C: 0.85533 1.14535 -0.08035
C: -0.21191 -1.34564 -0.61471
C: 0.64486 -2.16916 -0.79693
H: -2.23246 0.43177 1.03518
H: -0.21099 1.58493 1.57863
H: 0.75137 0.90980 -1.12631
H: 1.79311 1.43638 0.35709
H: 1.41280 -2.89176 -0.95364

Properties
- Multiplicity: 1
- DFT total energy: -285.214852 hartree
- Net charge: 0
- Relative energy (zero: lowest compared OMol25 entry of this formula, charge and spin): 5.435 eV
- Orbital gap: 7.70 eV

Atomic partial charges in e from the Mulliken method, atoms 1 to 4: O -0.409; C -0.171; N -0.072; C -0.716

5.
Computed, not measured: the molecule C4H5NO, with ωB97M-V with the def2-TZVPD basis set.

Element x y z (Å)
C: -1.14434 2.78603 0.43471
C: -0.73133 1.72690 0.79606
C: -0.37610 0.42351 1.29823
N: -0.09748 -0.69935 0.69793
O: -0.10354 -0.61342 -0.72695
C: 0.91437 -1.69512 -1.10130
H: -1.30186 3.73239 -0.05737
H: -0.61099 0.17043 2.32585
H: 0.71010 -1.66870 -2.27228
H: 0.68880 -2.78901 -0.64135
H: 2.05238 -1.37366 -0.75353

Properties
- Multiplicity: 1
- DFT total energy: -285.221302 hartree
- Net charge: 0
- Relative energy (zero: lowest compared OMol25 entry of this formula, charge and spin): 5.260 eV
- SMILES: C#C/C=N\OC
- Orbital gap: 10.04 eV

Atomic partial charges in e from the Mulliken method, atoms 1 to 4: C 0.212; C -0.267; C -0.388; N -0.327

6.
Computed, not measured: the molecule C4H5NO, with ωB97M-V with the def2-TZVPD basis set.

Element x y z (Å)
C: 1.41429 -0.81996 0.13134
C: -0.93835 0.38784 0.50603
C: 0.04687 -0.32548 -0.43034
C: -0.23490 0.97570 -0.72782
N: 2.46189 -0.25241 0.11982
O: 3.10064 0.66227 -0.26396
H: 1.27162 -1.61865 0.91953
H: -1.96322 0.30582 0.68362
H: -0.27393 0.56334 1.36106
H: -0.25934 -1.04824 -1.22734
H: -0.12382 1.87737 -1.33834

Properties
- Multiplicity: 1
- DFT total energy: -285.160662 hartree
- Net charge: 0
- Relative energy (zero: lowest compared OMol25 entry of this formula, charge and spin): 6.910 eV
- Orbital gap (alpha / beta): 8.99 / 8.29 eV

Atomic partial charges in e from the Mulliken method, atoms 1 to 4: C -0.315; C -0.651; C 0.122; C -0.471

7.
Computed, not measured: the molecule C4H5NO, with ωB97M-V with the def2-TZVPD basis set.

Element x y z (Å)
C: -1.19921 -1.47653 -1.02302
C: -0.53617 -0.36162 -0.91312
C: 0.31156 0.62656 -0.81321
C: 0.89651 1.08686 0.48268
N: 0.40313 0.48696 1.60252
O: 1.74341 1.96172 0.51077
H: -0.57318 -2.34246 -1.21245
H: -2.27938 -1.57988 -0.97810
H: 0.64579 1.15235 -1.70125
H: 0.79666 0.75800 2.48872
H: -0.20910 -0.31196 1.55645

Properties
- Multiplicity: 1
- DFT total energy: -285.374403 hartree
- Net charge: 0
- Relative energy (zero: lowest compared OMol25 entry of this formula, charge and spin): 1.093 eV
- SMILES: C=C=CC(N)=O
- Orbital gap: 10.59 eV

Atomic partial charges in e from the Mulliken method, atoms 1 to 4: C -0.631; C 0.164; C -0.342; C 0.500

8.
Computed, not measured: the molecule C4H5NO, with ωB97M-V with the def2-TZVPD basis set.

Element x y z (Å)
C: -0.17437 -1.63060 1.05837
C: 0.18663 -0.65225 0.24464
C: -0.36999 0.69963 0.09885
N: -0.45439 1.14718 -1.37065
C: 0.57773 1.60830 -0.61863
O: 1.57828 2.26173 -0.51235
H: 0.37562 -2.52926 1.36190
H: -1.04908 -1.40918 1.64331
H: 0.84581 -0.91536 -0.66792
H: -1.18777 0.88471 0.82445
H: -0.32845 0.53508 -2.06197

Properties
- Multiplicity: 1
- DFT total energy: -285.308318 hartree
- Net charge: 0
- Relative energy (zero: lowest compared OMol25 entry of this formula, charge and spin): 2.892 eV
- SMILES: C=C[C@@H]1NC1=O
- Orbital gap: 10.17 eV

Atomic partial charges in e from the Mulliken method, atoms 1 to 4: C -0.738; C -0.051; C 0.125; N -0.451

For reference, max |F| by record: 1.183 0.520 0.894 0.659 3.732 7.020 0.381 5.193 eV Å⁻¹.